Entry 1:
{
  "formula": "C33H25BrN4OPTi",
  "method": "ωB97M-V/def2-TZVPD",
  "lumo_ev": [-6.482, -6.727],
  "charge": 2,
  "spin_multiplicity": 2,
  "homo_energy_ev": [-12.4, -12.4],
  "s2": 0.76,
  "species": ["Ti", "N", "C", "C", "C", "C", "C", "C", "P", "C", "C", "C", "C", "C", "C", "C", "C", "C", "C", "C", "C", "H", "H", "H", "H", "H", "H", "H", "H", "H", "H", "H", "H", "H", "H", "H", "H", "Br", "C", "C", "C", "C", "C", "C", "N", "N", "C", "C", "C", "C", "O", "C", "N", "C", "C", "C", "C", "H", "H", "H", "H", "H", "H", "H", "H", "H"],
  "coordinates": [[-0.8564, 1.4782, 0.3280], [-1.6972, 2.8966, -0.9358], [-0.7084, 3.6351, -1.7355], [-1.0830, 4.8555, -2.2874], [-0.1885, 5.5927, -3.0506], [1.0922, 5.1108, -3.2638], [1.4679, 3.8907, -2.7290], [0.5884, 3.1344, -1.9523], [1.0716, 1.4606, -1.3518], [1.2284, 1.8371, 0.4829], [0.9967, 3.1069, 1.0565], [1.0991, 3.2706, 2.4345], [1.3784, 2.1883, 3.2572], [1.5237, 0.9167, 2.7115], [1.4316, 0.7252, 1.3393], [2.8336, 1.2798, -1.7763], [3.8174, 1.9868, -1.0816], [5.1452, 1.8260, -1.4328], [5.4976, 0.9666, -2.4647], [4.5222, 0.2518, -3.1433], [3.1887, 0.4020, -2.7998], [-2.2311, 3.5843, -0.3737], [-2.3907, 2.4778, -1.5775], [-2.0841, 5.2372, -2.1296], [-0.4979, 6.5325, -3.4810], [1.7936, 5.6798, -3.8555], [2.4623, 3.5148, -2.9148], [0.8781, 3.9823, 0.4185], [0.9857, 4.2554, 2.8632], [1.4850, 2.3343, 4.3215], [1.7260, 0.0772, 3.3614], [1.6164, -0.2616, 0.8993], [3.5446, 2.6576, -0.2772], [5.9100, 2.3693, -0.8977], [6.5363, 0.8528, -2.7356], [4.8044, -0.4252, -3.9356], [2.4251, -0.1550, -3.3260], [1.1000, -7.1495, -0.8767], [-0.2996, -6.4349, 0.1739], [-0.0492, -5.3165, 0.9691], [-1.0673, -4.7539, 1.6992], [-2.3557, -5.3114, 1.6493], [-2.5798, -6.4752, 0.8972], [-1.5606, -7.0235, 0.1515], [-3.4350, -4.7973, 2.3269], [-3.5385, -3.6660, 2.7645], [-2.9516, -2.4798, 2.5469], [-2.7171, -1.6336, 3.6436], [-2.2084, -0.3583, 3.5098], [-1.9385, 0.1505, 2.2369], [-1.4844, 1.3696, 1.9484], [-2.2097, -0.6616, 1.1080], [-1.9420, -0.0633, -0.1070], [-2.2693, -0.7342, -1.2204], [-2.8812, -1.9793, -1.1878], [-3.1298, -2.6050, 0.0258], [-2.7668, -1.9597, 1.2144], [0.9456, -4.9051, 1.0133], [-0.8733, -3.9041, 2.3388], [-3.5705, -6.8989, 0.8772], [-1.7284, -7.9062, -0.4439], [-2.9307, -2.0219, 4.6258], [-2.0305, 0.2581, 4.3760], [-2.0620, -0.2427, -2.1698], [-3.1598, -2.4559, -2.1134], [-3.6213, -3.5651, 0.0582]],
  "forces_ev_per_a": [[1.232, 1.541, -0.464], [-0.896, 0.675, -0.729], [0.376, 0.512, -0.566], [0.008, -0.130, 0.144], [0.017, -0.136, 0.080], [-0.120, 0.041, -0.021], [-0.036, -0.102, 0.155], [-0.301, -0.138, -0.102], [0.900, 0.824, -0.059], [0.880, 0.187, 0.367], [0.528, 0.071, -0.285], [0.011, -0.090, 0.091], [-0.063, -0.087, -0.136], [0.033, 0.116, 0.076], [0.306, -0.064, -0.540], [-0.228, -0.335, 0.029], [-0.116, -0.005, -0.039], [0.017, 0.065, 0.049], [-0.092, -0.032, -0.015], [0.092, 0.021, -0.028], [-0.170, 0.060, 0.049], [0.264, -0.430, -0.358], [0.268, 0.224, 0.287], [-0.053, -0.014, 0.047], [-0.035, 0.075, -0.004], [0.049, 0.006, -0.035], [0.077, -0.037, -0.020], [-0.058, -0.188, 0.118], [-0.020, 0.074, 0.018], [-0.023, -0.002, 0.069], [0.035, -0.063, -0.010], [-0.106, 0.292, 0.196], [0.062, 0.017, 0.004], [0.035, 0.045, 0.024], [0.072, -0.031, -0.012], [-0.021, -0.036, -0.058], [-0.009, -0.054, -0.038], [-0.209, 0.066, 0.171], [-0.047, 0.018, 0.024], [0.194, -0.203, -0.196], [-0.457, -0.127, 0.096], [1.640, -0.190, -0.958], [-0.095, 0.628, 0.323], [0.445, -0.029, -0.193], [-1.081, -1.042, 0.359], [-1.683, -0.122, 0.912], [1.144, 1.570, -0.330], [-0.109, -1.071, -0.407], [0.492, 0.944, -1.176], [-0.933, -2.352, 0.824], [-0.507, 1.195, 1.729], [-0.307, -0.033, 0.455], [-1.642, -2.495, -0.877], [-0.023, 0.353, 0.240], [-0.108, -0.349, 0.243], [0.187, 0.448, -0.243], [0.220, 0.260, 0.417], [0.144, 0.026, -0.009], [0.058, 0.017, 0.016], [-0.133, -0.103, 0.097], [-0.039, -0.081, -0.067], [-0.068, -0.062, 0.119], [-0.013, 0.087, 0.134], [0.047, -0.117, 0.172], [-0.003, -0.016, -0.093], [-0.024, -0.090, -0.064]]
}

Entry 2:
{
  "formula": "C33H25IIrNO5PS",
  "method": "ωB97M-V/def2-TZVPD",
  "lumo_ev": [-7.369, -8.457],
  "charge": 2,
  "spin_multiplicity": 2,
  "homo_energy_ev": [-13.3, -13.3],
  "s2": 0.77,
  "species": ["Ir", "O", "N", "C", "C", "C", "C", "C", "C", "C", "P", "C", "C", "C", "C", "C", "C", "C", "C", "C", "C", "C", "C", "H", "H", "H", "H", "H", "H", "H", "H", "H", "H", "H", "H", "H", "H", "H", "H", "O", "C", "O", "C", "C", "C", "C", "S", "C", "C", "H", "H", "H", "H", "H", "I", "C", "C", "C", "C", "C", "C", "C", "O", "O", "H", "H", "H", "H"],
  "coordinates": [[0.1792, -0.0599, -0.5992], [2.2275, 1.1205, -2.1981], [1.4069, 1.4633, -1.1319], [1.7123, 2.5826, -0.6053], [1.0855, 3.1856, 0.5617], [1.7267, 4.3244, 1.0452], [1.2329, 5.0181, 2.1410], [0.0751, 4.5839, 2.7594], [-0.5864, 3.4550, 2.2838], [-0.0973, 2.7464, 1.1928], [-1.0835, 1.3496, 0.6270], [-2.1209, 0.7884, 1.9630], [-3.4911, 1.0808, 1.9169], [-4.2941, 0.7476, 2.9954], [-3.7431, 0.1337, 4.1137], [-2.3813, -0.1352, 4.1715], [-1.5689, 0.1973, 3.1017], [-2.0842, 1.8191, -0.7824], [-2.9789, 0.8780, -1.3125], [-3.6981, 1.1878, -2.4508], [-3.5274, 2.4246, -3.0650], [-2.6403, 3.3573, -2.5446], [-1.9116, 3.0584, -1.4049], [1.6469, 0.7353, -2.8764], [2.5199, 3.1275, -1.0853], [2.6294, 4.6695, 0.5567], [1.7525, 5.8950, 2.5016], [-0.3245, 5.1175, 3.6110], [-1.4921, 3.1280, 2.7774], [-3.9267, 1.5697, 1.0580], [-5.3514, 0.9723, 2.9642], [-4.3758, -0.1239, 4.9526], [-1.9532, -0.5958, 5.0537], [-0.5055, 0.0199, 3.1659], [-3.1106, -0.0836, -0.8292], [-4.3964, 0.4703, -2.8601], [-4.0963, 2.6644, -3.9534], [-2.5233, 4.3200, -3.0231], [-1.2305, 3.7909, -0.9902], [-0.7379, -4.6796, 5.8107], [-0.5189, -3.3630, 5.7177], [-0.8574, -2.6036, 6.5774], [0.1592, -2.8477, 4.4762], [-0.2721, -3.2229, 3.2094], [0.1957, -2.5519, 2.0897], [1.1294, -1.5341, 2.2669], [1.6556, -0.4851, 0.9569], [1.6588, -1.2302, 3.5236], [1.1399, -1.8703, 4.6323], [-0.2716, -5.1760, 5.1250], [-1.0243, -3.9936, 3.0920], [-0.1840, -2.7928, 1.1113], [2.4163, -0.4655, 3.6368], [1.4680, -1.6020, 5.6275], [-4.1533, -6.0847, -5.2200], [-3.1391, -4.6506, -4.1236], [-2.5465, -3.5731, -4.7817], [-1.8655, -2.6208, -4.0527], [-1.7819, -2.7413, -2.6611], [-2.3835, -3.8211, -2.0056], [-3.0573, -4.7763, -2.7363], [-1.0797, -1.7400, -1.9058], [-0.4504, -0.7512, -2.4620], [-1.0244, -1.7302, -0.6180], [-2.6185, -3.4883, -5.8566], [-1.3960, -1.7831, -4.5503], [-2.3165, -3.9046, -0.9290], [-3.5186, -5.6185, -2.2405]],
  "forces_ev_per_a": [[-0.051, -0.142, 0.091], [-0.025, 0.009, -0.022], [-0.032, -0.141, -0.096], [-0.021, 0.075, 0.001], [0.013, 0.034, 0.024], [0.022, -0.011, -0.016], [-0.025, -0.005, 0.020], [0.022, 0.000, -0.019], [0.016, -0.014, 0.015], [-0.108, -0.024, 0.088], [0.212, 0.008, -0.128], [-0.117, 0.043, -0.071], [0.076, -0.127, 0.019], [0.012, -0.025, 0.040], [-0.050, 0.028, -0.030], [0.049, -0.007, 0.012], [0.052, 0.036, -0.011], [-0.009, 0.095, 0.003], [0.012, 0.053, 0.010], [-0.014, -0.005, 0.000], [-0.013, -0.007, -0.015], [0.013, 0.002, 0.008], [-0.010, -0.022, 0.023], [0.007, -0.008, 0.006], [-0.017, 0.005, -0.016], [-0.002, 0.004, -0.001], [0.000, -0.001, 0.002], [0.000, 0.001, -0.001], [0.001, 0.005, -0.006], [-0.013, 0.013, -0.027], [0.001, 0.005, 0.000], [-0.005, -0.003, -0.003], [0.009, 0.002, 0.004], [-0.024, 0.009, 0.017], [-0.024, 0.001, 0.008], [0.000, -0.002, 0.005], [0.002, -0.002, 0.000], [0.004, 0.001, 0.005], [-0.012, 0.015, -0.006], [-0.025, 0.010, -0.051], [0.218, -0.078, 0.100], [-0.105, 0.035, -0.045], [-0.043, 0.019, 0.029], [-0.015, 0.039, -0.145], [-0.050, -0.039, 0.273], [0.023, 0.097, -0.540], [0.148, 0.061, 0.515], [-0.024, -0.062, 0.129], [0.040, 0.027, 0.010], [-0.025, 0.016, 0.010], [0.006, -0.001, 0.014], [-0.006, -0.008, -0.063], [0.007, 0.009, -0.027], [0.001, 0.001, 0.003], [0.002, 0.005, 0.004], [-0.013, -0.016, -0.014], [0.002, -0.006, 0.007], [0.008, -0.021, 0.022], [-0.072, -0.024, -0.051], [-0.003, 0.018, 0.008], [0.005, 0.009, -0.009], [0.095, 0.155, -0.064], [-0.023, -0.078, 0.013], [-0.102, -0.067, -0.054], [0.005, -0.003, -0.001], [0.000, 0.002, -0.001], [0.001, -0.001, -0.004], [-0.005, 0.003, 0.000]]
}

Taking the records one at a time from the top gives energy relative to the best compared isomer or geometry (same formula, charge and spin) values of 1.490 0.000 eV.
Taking the records one at a time from the top gives energy values of -5331.0936 -2844.5382 Ha.